The following is a DFT calculation (ωB97M-V/def2-TZVPD) of an isolated ion of composition C6H12N6 and charge +2 in a non-equilibrium geometry.

Element x y z (Å)
N: -1.808135 -1.049734 -1.516007
H: -0.958925 -0.966301 -1.986957
N: 2.910622 0.375422 -0.145801
H: -2.481459 1.640677 0.454567
H: -1.995707 0.926488 1.871198
N: -0.807779 0.228124 0.184150
N: 5.466954 -0.892184 0.287558
C: 4.031264 0.100509 0.042990
C: 1.648274 0.814395 -0.238336
C: -0.387942 -2.157689 0.161959
H: -2.589200 -1.470624 -1.924196
H: -1.024950 2.069623 1.158226
H: 6.298189 -0.205962 0.105887
H: 2.077612 2.492554 -1.235069
H: -0.752523 -3.148575 -0.092380
N: -1.401483 -1.053978 -0.130620
C: -1.573165 1.234966 0.904973
H: -2.355776 -1.249162 0.320659
H: 1.781068 -1.881996 0.591097
C: 0.751382 -1.512057 0.378260
N: 1.387336 1.851755 -1.003797
C: 0.602679 -0.028682 0.544583
H: 0.837582 0.094341 1.579312
H: 0.468771 2.200263 -1.236633

Atoms 1-6, force components in eV/Å:
N 2.0 1.8 1.8
H 0.9 -0.1 -1.7
N -2.4 1.0 -0.3
H 0.3 -0.4 -1.1
H 0.5 -0.6 0.1
N 1.2 -0.1 -0.1

Computed properties:
- ΔE to the lowest compared entry with this formula, charge and spin (eV) = 7.6429
- calculated total energy (eV) = -15331.568
- LUMO (alpha / beta) (eV) = -9.14 / -8.64
- E_HOMO (alpha / beta) (eV) = -15.6 / -17.9
- M (g mol⁻¹) = 168.20
- SMILES = CN1[C@H](C(=[NH2+])N=C=N)C=C[N@@H+]1N
- total charge = +2
- orbital gap (alpha / beta) (eV) = 6.5 / 9.2